1.
{
  "formula": "C6H10N",
  "method": "ωB97M-V with the def2-TZVPD basis set",
  "species": ["C", "C", "C", "C", "C", "C", "N", "H", "H", "H", "H", "H", "H", "H", "H", "H", "H"],
  "positions_angstrom": [[0.38, -1.42, -1.09], [-0.21, -0.53, -0.14], [2.67, -0.59, -1.24], [1.66, -1.38, -1.68], [-1.86, 1.59, 0.98], [-1.04, 0.60, 1.81], [-0.33, -0.37, 1.08], [-0.33, -2.13, -1.51], [-0.79, 0.10, -0.87], [3.65, -0.65, -1.69], [2.54, 0.12, -0.43], [1.83, -2.07, -2.50], [-1.22, 2.18, 0.32], [-2.61, 1.07, 0.40], [-2.37, 2.28, 1.65], [-1.67, 0.06, 2.51], [-0.29, 1.13, 2.41]],
  "mulliken_charge": [-0.138, 0.157, -0.541, -0.059, -1.265, -0.164, -0.367, 0.376, 0.348, 0.285, 0.299, 0.347, 0.368, 0.365, 0.350, 0.324, 0.316],
  "multiplicity": 1,
  "orbital_gap_ev": [6.79, 6.79],
  "total_charge": 1,
  "e_tot_ha": -288.9895
}

=====

2.
{
  "formula": "C31H38N5Os",
  "method": "ωB97M-V with the def2-TZVPD basis set",
  "species": ["Os", "C", "C", "C", "N", "C", "C", "C", "C", "C", "C", "C", "N", "C", "C", "C", "N", "C", "C", "C", "C", "C", "C", "C", "N", "C", "C", "H", "H", "H", "H", "H", "H", "H", "H", "H", "H", "H", "H", "H", "H", "H", "H", "H", "H", "H", "H", "H", "H", "H", "H", "H", "H", "C", "N", "C", "C", "C", "C", "C", "C", "C", "C", "H", "H", "H", "H", "H", "H", "H", "H", "H", "H", "H", "H"],
  "positions_angstrom": [[-0.12, 0.09, -0.16], [1.44, -2.63, 1.42], [0.61, -2.25, 2.64], [0.59, -0.77, 3.00], [0.06, 0.19, 2.00], [-0.03, 1.44, 2.42], [0.54, 1.88, 3.65], [0.31, 3.00, 4.42], [-0.61, 4.03, 4.25], [-1.36, 4.23, 3.12], [-1.32, 3.54, 1.90], [-0.63, 2.40, 1.48], [-0.57, 2.02, 0.18], [-1.14, 2.93, -0.82], [-0.60, 2.78, -2.24], [-0.80, 1.38, -2.83], [0.14, 0.51, -2.16], [1.34, 0.33, -2.64], [1.79, 0.86, -3.90], [2.86, 0.51, -4.65], [3.86, -0.46, -4.40], [4.07, -1.13, -3.23], [3.38, -1.00, -2.00], [2.25, -0.31, -1.69], [1.75, -0.23, -0.39], [2.69, -0.48, 0.72], [2.77, -1.92, 1.24], [0.85, -2.46, 0.53], [1.60, -3.71, 1.44], [1.05, -2.72, 3.53], [-0.39, -2.66, 2.55], [1.61, -0.50, 3.26], [0.01, -0.63, 3.91], [1.28, 1.22, 4.07], [0.91, 3.05, 5.32], [-0.72, 4.74, 5.06], [-2.04, 5.07, 3.14], [-1.96, 3.98, 1.15], [-0.94, 3.96, -0.51], [-2.23, 2.82, -0.85], [0.47, 3.01, -2.25], [-1.10, 3.53, -2.86], [-0.69, 1.38, -3.91], [-1.81, 1.02, -2.62], [1.17, 1.63, -4.32], [2.95, 1.04, -5.59], [4.56, -0.65, -5.20], [4.91, -1.81, -3.21], [3.85, -1.53, -1.18], [2.40, 0.21, 1.52], [3.68, -0.16, 0.41], [3.34, -1.87, 2.18], [3.38, -2.52, 0.56], [-3.10, 0.77, 1.29], [-2.51, -0.13, 0.29], [-3.40, -0.10, -0.90], [-2.56, -1.50, 0.86], [-1.86, -2.40, -0.10], [-2.26, -3.70, -0.37], [-1.58, -4.44, -1.33], [-0.54, -3.85, -2.03], [-0.16, -2.54, -1.77], [-0.79, -1.80, -0.77], [-4.11, 0.42, 1.54], [-3.17, 1.78, 0.89], [-2.50, 0.77, 2.19], [-4.40, -0.42, -0.62], [-3.02, -0.75, -1.67], [-3.46, 0.92, -1.27], [-3.61, -1.80, 1.02], [-2.06, -1.47, 1.83], [-3.10, -4.13, 0.16], [-1.88, -5.46, -1.55], [-0.02, -4.41, -2.80], [0.66, -2.13, -2.34]],
  "mulliken_charge": [1.509, 1.002, -1.451, -1.991, 0.881, 0.752, -0.816, -0.839, -0.625, -0.877, -0.272, 1.063, -0.086, -0.866, -1.113, -1.182, -0.079, 1.329, -1.031, -0.662, -0.529, -1.146, -0.050, 0.913, -0.136, -1.330, -0.958, -1.043, 0.609, 0.486, 0.416, 0.568, 0.830, 0.278, 0.387, 0.367, 0.369, 0.379, 0.773, 0.336, 0.439, 0.470, 0.659, 0.157, 0.333, 0.389, 0.359, 0.384, 0.193, 0.675, 0.716, 0.453, 0.388, -1.295, -0.211, -1.370, -1.541, 1.419, -0.839, -0.836, -0.979, 0.166, -0.201, 0.476, 0.324, 0.387, 0.388, 0.342, 0.463, 0.616, 0.210, 0.490, 0.400, 0.480, 0.330],
  "multiplicity": 1,
  "orbital_gap_ev": [6.23, 6.23],
  "total_charge": 1,
  "e_tot_ha": -1568.2853
}

=====

3.
{
  "formula": "C34H68N11O9",
  "method": "ωB97M-V with the def2-TZVPD basis set",
  "species": ["C", "C", "O", "C", "N", "C", "C", "O", "C", "N", "C", "N", "N", "C", "C", "C", "C", "C", "C", "H", "H", "H", "H", "H", "H", "H", "H", "H", "H", "H", "H", "H", "H", "H", "H", "H", "H", "H", "C", "C", "O", "N", "C", "H", "H", "H", "H", "H", "H", "H", "C", "C", "O", "N", "C", "H", "H", "H", "H", "H", "H", "H", "C", "C", "O", "N", "C", "H", "H", "H", "H", "H", "H", "H", "C", "C", "O", "N", "C", "H", "H", "H", "H", "H", "H", "H", "C", "C", "O", "N", "C", "H", "H", "H", "H", "H", "H", "H", "C", "C", "O", "N", "C", "H", "H", "H", "H", "H", "H", "H", "C", "C", "O", "N", "C", "H", "H", "H", "H", "H", "H", "H"],
  "positions_angstrom": [[3.50, 0.99, -2.46], [2.59, 2.32, -2.10], [1.14, 2.15, -2.32], [0.77, 2.24, -3.74], [-0.64, 1.68, -4.01], [-1.78, 2.66, -3.95], [-1.48, 4.00, -2.99], [-2.76, 4.77, -3.01], [-0.69, 0.34, -4.28], [0.34, -0.76, -4.34], [-0.18, -2.14, -4.65], [-1.65, -1.82, -4.84], [-1.92, -0.44, -4.64], [-3.37, -0.13, -4.85], [-3.93, 0.25, -6.38], [-5.54, 0.59, -6.69], [-6.62, 0.61, -5.41], [-6.05, 0.25, -3.89], [-4.45, -0.10, -3.61], [3.86, 0.39, -1.53], [4.38, 1.33, -3.18], [2.78, 0.28, -3.10], [2.73, 2.49, -0.93], [2.97, 3.29, -2.63], [0.92, 3.33, -4.21], [1.55, 1.57, -4.36], [-2.79, 2.22, -3.49], [-2.03, 3.09, -5.04], [-1.29, 3.71, -1.87], [-0.62, 4.68, -3.46], [-2.88, 4.94, -4.02], [0.41, -3.15, -4.71], [-2.29, -2.60, -5.08], [-3.20, 0.25, -7.33], [-5.92, 0.83, -7.79], [-7.76, 0.86, -5.53], [-6.74, 0.22, -2.92], [-4.05, -0.35, -2.54], [4.53, -1.29, 2.39], [3.72, -0.75, 1.24], [3.85, 0.40, 0.84], [2.82, -1.59, 0.65], [2.53, -2.96, 0.98], [5.21, -0.51, 2.76], [3.87, -1.59, 3.21], [5.14, -2.14, 2.05], [2.31, -1.15, -0.11], [2.72, -3.57, 0.09], [1.47, -3.03, 1.24], [3.13, -3.33, 1.81], [-4.65, 1.42, 0.86], [-5.68, 0.57, 0.17], [-5.40, -0.17, -0.77], [-6.97, 0.62, 0.62], [-7.50, 1.42, 1.71], [-3.68, 1.27, 0.38], [-4.92, 2.48, 0.76], [-4.57, 1.14, 1.91], [-7.60, 0.02, 0.11], [-7.93, 0.74, 2.44], [-8.28, 2.07, 1.30], [-6.73, 2.03, 2.19], [1.67, -6.82, 1.13], [3.13, -6.69, 1.46], [3.62, -5.64, 1.86], [3.92, -7.79, 1.28], [3.54, -9.10, 0.82], [1.17, -5.86, 1.32], [1.54, -7.07, 0.08], [1.21, -7.58, 1.77], [4.89, -7.62, 1.52], [3.79, -9.82, 1.60], [4.12, -9.32, -0.08], [2.47, -9.17, 0.59], [-2.17, 5.59, -7.90], [-2.87, 6.00, -6.63], [-2.48, 5.62, -5.52], [-3.95, 6.82, -6.73], [-4.55, 7.36, -7.92], [-1.33, 4.94, -7.66], [-2.87, 5.03, -8.54], [-1.80, 6.47, -8.42], [-4.36, 7.05, -5.83], [-4.53, 8.45, -7.85], [-5.59, 7.03, -7.96], [-4.03, 7.05, -8.83], [5.45, -0.33, 5.95], [6.68, -0.04, 5.14], [6.78, -0.35, 3.95], [7.72, 0.60, 5.76], [7.80, 1.05, 7.12], [4.71, -0.84, 5.32], [5.70, -0.98, 6.79], [5.01, 0.60, 6.31], [8.51, 0.76, 5.15], [7.96, 2.13, 7.12], [8.65, 0.56, 7.59], [6.89, 0.83, 7.69], [12.25, -3.01, 6.48], [10.77, -2.73, 6.36], [9.94, -3.29, 7.06], [10.37, -1.82, 5.42], [11.19, -1.07, 4.50], [12.41, -3.75, 7.27], [12.63, -3.41, 5.54], [12.78, -2.10, 6.75], [9.37, -1.69, 5.40], [11.02, -0.01, 4.69], [10.87, -1.31, 3.48], [12.25, -1.29, 4.61], [-9.49, 0.47, 5.80], [-10.30, 1.01, 4.66], [-10.17, 2.16, 4.25], [-11.20, 0.18, 4.06], [-11.49, -1.20, 4.39], [-8.81, 1.25, 6.17], [-10.14, 0.17, 6.62], [-8.88, -0.37, 5.46], [-11.71, 0.61, 3.30], [-11.30, -1.81, 3.50], [-12.55, -1.27, 4.65], [-10.89, -1.57, 5.22]],
  "mulliken_charge": [-0.497, -0.310, -0.292, -0.986, 0.282, -0.356, -0.227, -0.584, 0.356, -0.401, -0.066, -0.396, 0.688, 0.068, -0.323, -0.472, -0.350, -0.271, -0.185, 0.088, 0.265, 0.083, 0.239, 0.305, 0.389, 0.508, 0.174, 0.157, 0.274, 0.221, 0.470, 0.374, 0.284, 0.297, 0.303, 0.319, 0.241, 0.363, -1.154, 0.677, -0.651, 0.010, -0.807, 0.414, 0.255, 0.287, 0.167, 0.274, 0.241, 0.319, -1.280, 0.757, -0.647, -0.100, -0.854, 0.261, 0.370, 0.384, 0.230, 0.259, 0.283, 0.313, -1.211, 0.758, -0.614, -0.178, -0.832, 0.186, 0.354, 0.409, 0.246, 0.285, 0.281, 0.320, -1.383, 0.789, -0.687, -0.171, -0.862, 0.254, 0.387, 0.423, 0.250, 0.300, 0.287, 0.336, -1.246, 0.997, -0.696, -0.151, -0.890, 0.159, 0.355, 0.373, 0.215, 0.319, 0.269, 0.323, -1.259, 0.843, -0.657, -0.073, -0.884, 0.288, 0.355, 0.342, 0.089, 0.263, 0.297, 0.377, -1.305, 0.816, -0.648, -0.183, -0.815, 0.295, 0.398, 0.363, 0.229, 0.268, 0.284, 0.320],
  "multiplicity": 1,
  "orbital_gap_ev": 7.39,
  "total_charge": 1,
  "e_tot_ha": -2615.1183
}

=====

4.
{
  "formula": "C19H27Br4F2N3O6",
  "method": "ωB97M-V with the def2-TZVPD basis set",
  "species": ["C", "N", "O", "O", "H", "H", "H", "C", "N", "O", "O", "H", "H", "H", "C", "N", "O", "O", "H", "H", "H", "Br", "C", "C", "Br", "H", "H", "H", "H", "Br", "C", "C", "Br", "H", "H", "H", "H", "F", "C", "C", "C", "C", "C", "C", "H", "H", "H", "H", "H", "F", "C", "C", "C", "C", "C", "C", "H", "H", "H", "H", "H"],
  "positions_angstrom": [[-7.68, -22.68, 11.29], [-7.23, -23.42, 10.06], [-6.74, -22.74, 9.18], [-7.20, -24.66, 10.10], [-8.73, -22.97, 11.39], [-7.62, -21.59, 11.26], [-7.03, -22.91, 12.13], [-6.61, -25.51, 6.27], [-7.60, -25.49, 5.14], [-7.68, -24.52, 4.38], [-8.25, -26.51, 5.02], [-7.10, -25.51, 7.24], [-6.00, -24.62, 6.18], [-5.96, -26.39, 6.23], [-8.43, -22.83, 15.98], [-9.09, -23.65, 14.95], [-10.31, -23.78, 14.94], [-8.39, -24.10, 14.10], [-7.38, -22.71, 15.73], [-8.46, -23.16, 17.02], [-8.82, -21.82, 15.81], [-2.22, -21.01, 10.08], [-2.46, -20.42, 8.18], [-3.39, -21.41, 7.43], [-3.84, -20.51, 5.72], [-1.53, -20.38, 7.61], [-2.85, -19.41, 8.10], [-4.37, -21.46, 7.91], [-2.91, -22.36, 7.20], [-9.05, -21.95, 6.60], [-7.94, -20.33, 6.14], [-7.50, -19.61, 7.53], [-6.20, -18.18, 6.97], [-8.51, -19.65, 5.51], [-7.04, -20.60, 5.58], [-7.02, -20.36, 8.16], [-8.36, -19.30, 8.12], [-9.61, -19.31, 17.65], [-9.64, -19.32, 16.32], [-10.63, -19.84, 15.47], [-10.44, -20.06, 14.11], [-9.22, -19.64, 13.55], [-8.24, -19.00, 14.32], [-8.51, -18.79, 15.67], [-11.51, -20.24, 15.94], [-11.18, -20.59, 13.55], [-8.97, -19.74, 12.50], [-7.32, -18.64, 13.88], [-7.81, -18.24, 16.27], [-4.82, -22.57, 13.04], [-4.35, -23.77, 12.62], [-5.14, -24.93, 12.47], [-4.66, -26.16, 12.00], [-3.27, -26.23, 11.74], [-2.47, -25.08, 11.79], [-3.00, -23.88, 12.29], [-6.18, -24.83, 12.74], [-5.33, -26.98, 11.79], [-2.85, -27.14, 11.31], [-1.43, -25.12, 11.49], [-2.45, -22.95, 12.38]],
  "lowdin_spin": [0.025, 0.419, 0.262, 0.227, 0.008, 0.002, 0.010, 0.001, 0.000, 0.000, 0.001, 0.001, 0.000, 0.000, 0.000, 0.001, 0.002, 0.002, 0.000, 0.000, 0.000, 0.004, 0.000, 0.003, 0.002, 0.000, 0.000, 0.003, 0.001, 0.003, 0.000, 0.000, 0.001, 0.000, 0.000, 0.001, 0.000, 0.000, 0.000, 0.000, 0.000, 0.000, 0.000, 0.000, 0.000, 0.000, 0.000, 0.000, 0.000, 0.003, 0.003, 0.003, 0.003, 0.002, 0.001, 0.001, 0.001, 0.000, 0.000, 0.000, 0.000],
  "multiplicity": 2,
  "orbital_gap_ev": [3.19, 6.93],
  "total_charge": -1,
  "e_tot_ha": -11851.3516
}

=====

5.
{
  "formula": "C18H38BeFN2O2",
  "method": "ωB97M-V with the def2-TZVPD basis set",
  "species": ["Be", "F", "C", "C", "C", "C", "C", "C", "N", "O", "C", "C", "C", "H", "H", "H", "H", "H", "H", "H", "H", "H", "H", "H", "H", "H", "H", "H", "H", "H", "H", "H", "C", "C", "C", "C", "C", "C", "N", "O", "C", "C", "C", "H", "H", "H", "H", "H", "H", "H", "H", "H", "H", "H", "H", "H", "H", "H", "H", "H", "H", "H"],
  "positions_angstrom": [[-11.01, 17.70, 14.12], [-11.25, 20.11, 14.25], [-10.95, 18.16, 9.10], [-11.13, 18.72, 10.61], [-11.90, 20.07, 10.65], [-13.39, 19.87, 10.27], [-14.11, 19.02, 11.24], [-13.40, 17.61, 11.43], [-11.88, 17.79, 11.50], [-11.23, 16.59, 11.76], [-14.01, 17.00, 12.69], [-13.76, 16.65, 10.22], [-9.80, 18.93, 11.29], [-10.92, 17.08, 8.91], [-9.98, 18.49, 8.72], [-11.63, 18.60, 8.37], [-11.92, 20.41, 11.69], [-11.48, 20.74, 9.91], [-13.37, 19.30, 9.34], [-13.96, 20.78, 10.09], [-15.06, 19.01, 10.71], [-14.18, 19.51, 12.21], [-13.65, 15.97, 12.77], [-13.98, 17.59, 13.61], [-15.07, 16.96, 12.42], [-13.33, 16.90, 9.25], [-13.44, 15.65, 10.51], [-14.84, 16.53, 10.07], [-9.92, 19.27, 12.32], [-9.20, 19.71, 10.81], [-9.18, 18.03, 11.26], [-11.52, 16.09, 11.00], [-12.93, 22.18, 17.42], [-12.88, 23.59, 16.72], [-11.77, 24.30, 17.43], [-11.23, 25.47, 16.60], [-10.65, 24.97, 15.32], [-11.74, 24.33, 14.45], [-12.51, 23.35, 15.31], [-13.11, 22.28, 14.69], [-12.73, 25.41, 13.89], [-11.06, 23.63, 13.26], [-14.25, 24.27, 16.77], [-12.06, 21.59, 17.13], [-13.75, 21.60, 17.00], [-13.14, 22.24, 18.49], [-12.18, 24.62, 18.38], [-10.96, 23.57, 17.46], [-10.39, 25.92, 17.12], [-11.97, 26.23, 16.33], [-9.90, 24.21, 15.50], [-10.09, 25.75, 14.79], [-13.43, 24.87, 13.25], [-13.32, 25.83, 14.70], [-12.26, 26.18, 13.28], [-11.64, 23.42, 12.36], [-10.24, 24.23, 12.86], [-10.54, 22.69, 13.48], [-14.21, 25.30, 16.42], [-14.75, 24.27, 17.74], [-14.94, 23.85, 16.03], [-12.33, 21.76, 14.53]],
  "mulliken_charge": [0.882, -0.639, -1.572, 1.476, -0.971, -0.908, -0.925, 1.021, 1.026, -0.349, -2.073, -1.731, -1.982, 0.299, 0.454, 0.360, 0.100, 0.532, 0.294, 0.431, 0.384, 0.385, 0.388, 0.470, 0.427, 0.309, 0.548, 0.450, 0.188, 0.464, 0.411, 0.382, -1.786, 1.178, -1.054, -0.743, -1.157, 1.595, 0.607, -0.308, -1.640, -2.122, -1.555, 0.398, 0.413, 0.407, 0.436, 0.391, 0.379, 0.360, 0.443, 0.440, 0.411, 0.337, 0.347, 0.388, 0.445, 0.471, 0.329, 0.452, 0.350, 0.258],
  "multiplicity": 1,
  "orbital_gap_ev": 2.53,
  "total_charge": 1,
  "e_tot_ha": -1082.6962
}

=====

6.
{
  "formula": "C5H11NO",
  "method": "ωB97M-V with the def2-TZVPD basis set",
  "species": ["C", "C", "C", "O", "N", "C", "C", "H", "H", "H", "H", "H", "H", "H", "H", "H", "H", "H"],
  "positions_angstrom": [[-2.30, -1.04, -0.86], [-1.48, -0.15, 0.05], [-0.11, 0.22, -0.56], [0.00, 0.38, -1.76], [0.84, 0.65, 0.33], [2.08, 1.21, -0.30], [1.20, -0.21, 1.47], [-1.82, -2.02, -0.92], [-3.33, -1.20, -0.54], [-2.47, -0.63, -1.85], [-1.37, -0.49, 1.07], [-1.91, 0.86, 0.03], [2.72, 1.65, 0.46], [2.57, 0.40, -0.83], [1.66, 1.90, -1.03], [1.00, 0.21, 2.46], [0.52, -1.07, 1.41], [2.18, -0.66, 1.36]],
  "mulliken_charge": [-1.182, -0.152, 0.307, -0.607, 0.025, -0.993, -0.992, 0.293, 0.362, 0.267, 0.422, 0.189, 0.352, 0.367, 0.325, 0.279, 0.385, 0.352],
  "multiplicity": 1,
  "smiles": "CCC(=O)N(C)C",
  "orbital_gap_ev": 10.21,
  "total_charge": 0,
  "e_tot_ha": -327.0936
}